# C16H21NPdS

A molecular structure, C16H21NPdS (ωB97M-V/def2-TZVPD, the Open Molecules 2025 dataset).

The lowest unoccupied orbital energy is 5.07 eV. Its charge is -2. The value obtained for the largest force on an atom is 0.32 eV/A. As for the total energy: -32736.6366 eV. For the frontier orbital gap, the calculation gives 5.2 eV.

Last column: natural (NBO) charge in e.
Element x y z (Å)
C1 -1.37 2.54 1.57  -0.62
H1 -1.07 -2.50 3.46  0.17
Pd1 0.83 0.60 1.04  0.31
H2 2.49 1.47 -4.06  0.21
H3 2.41 -1.07 -3.77  0.22
H4 1.88 -0.86 4.03  0.24
H5 -1.25 1.16 -4.01  0.21
H6 -2.30 2.64 0.99  0.19
H7 0.32 1.53 3.51  0.20
C2 -0.73 0.25 -4.30  -0.59
H8 -2.62 -2.73 0.71  0.20
H9 -3.23 -2.96 2.35  0.19
H10 0.87 -0.23 5.32  0.19
C3 -1.10 -1.49 3.05  -0.35
C4 1.40 -1.05 -4.17  -0.59
H11 1.48 1.33 -5.52  0.17
H12 0.85 -1.90 -3.75  0.21
C5 1.46 1.43 -4.43  -0.59
H13 -1.27 -0.60 -3.88  0.21
H14 -2.78 0.34 0.75  0.18
C6 -3.03 -2.21 1.58  -0.61
H15 1.45 -1.16 -5.26  0.17
C7 -2.08 -1.15 2.08  -0.08
H16 0.74 -1.94 4.87  0.18
C8 4.12 0.06 1.84  0.13
H17 -0.57 3.01 1.00  0.23
N1 3.00 0.41 1.86  -0.57
S1 5.72 -0.41 1.86  -0.50
H18 0.98 2.38 -4.17  0.20
H19 -0.75 0.17 -5.40  0.17
C9 -0.15 0.75 2.93  -0.41
C10 -0.16 -0.57 3.47  0.13
C11 0.89 -0.93 4.48  -0.65
C12 0.72 0.41 -2.31  -0.28
C13 0.76 0.51 -1.08  -0.38
C14 0.71 0.27 -3.77  -0.15
H20 -3.99 -1.77 1.27  0.19
C15 -2.05 0.09 1.52  -0.21
C16 -1.07 1.08 1.87  -0.10
H21 -1.50 3.11 2.50  0.18


# C3H8BO2P

C3H8BO2P in the gas phase at a distorted geometry (ωB97M-V/def2-TZVPD, the Open Molecules 2025 dataset).

The lowest unoccupied orbital energy (alpha / beta) is -1.06 / -1.06 eV. As for the energy above the lowest of the compared OMol25 structures with the same formula, charge and spin: 45.88 kcal per mole. Its charge is 0. The value obtained for the largest force on an atom is 5.99 eV/A. As for the total energy: -17299.4629 eV. For the frontier orbital gap (alpha / beta), the calculation gives 8.0 / 8.0 eV.

Last column: natural (NBO) charge in e.
Element x y z (Å)
O1 0.33 1.04 0.31  -0.70
H1 -1.14 2.35 0.61  0.23
H2 2.59 -0.02 -1.54  0.22
H3 -1.77 -2.06 -0.56  0.22
H4 -1.24 0.89 1.69  0.21
P1 -2.26 0.34 -0.38  0.57
B1 0.95 -0.15 0.05  1.05
C1 -1.04 1.20 0.67  -0.34
H5 -1.77 -1.47 1.27  0.25
H6 -1.91 0.24 -1.85  0.02
H7 2.94 0.91 -0.05  0.21
C2 2.48 0.11 -0.43  -0.95
C3 -1.75 -1.27 0.11  -0.39
O2 0.46 -1.34 0.21  -0.82
H8 3.12 -0.77 -0.11  0.22


# C18H29Al2Be2ClCsF9LiN2O4

A molecular structure, C18H29Al2Be2ClCsF9LiN2O4 at a distorted geometry (ωB97M-V/def2-TZVPD, the Open Molecules 2025 dataset).

The lowest unoccupied orbital energy is -9.22 eV. Its charge is +1. The value obtained for the largest force on an atom is 15.07 eV/A. As for the total energy: -82009.1865 eV. For the frontier orbital gap, the calculation gives 0.9 eV.

Last column: Mulliken charge in e.
Element x y z (Å)
H1 5.47 1.43 3.58  0.38
C1 1.14 -1.92 1.37  -0.02
H2 3.41 -4.51 -2.01  0.28
C2 -1.19 -0.52 2.26  -0.59
F1 -7.42 5.96 -2.58  -0.50
C3 4.74 3.18 2.52  0.35
H3 -5.07 -1.92 -5.77  0.33
C4 -0.41 -3.18 5.84  -0.48
C5 -4.30 -2.67 -5.95  -1.01
C6 0.19 3.15 -0.19  0.08
Li1 -0.29 3.73 -4.73  0.90
H4 -2.51 -3.42 -5.01  0.27
H5 -0.25 -4.14 2.40  -0.51
H6 6.61 2.61 1.58  0.37
C7 1.54 -0.58 0.51  -0.70
O1 3.01 -4.59 0.53  -0.58
Cs1 -0.23 1.90 -1.95  0.98
H7 3.87 2.00 4.11  0.31
O2 3.48 3.71 2.12  -0.50
N1 1.12 1.97 -0.26  -1.09
H8 1.97 -6.32 0.00  0.26
C8 4.52 1.86 3.24  -1.02
H9 -1.86 4.13 0.61  0.41
Al1 -2.22 5.36 -3.18  0.75
H10 1.27 -4.05 4.38  0.19
F2 -3.79 5.88 -2.47  -0.34
Al2 -7.20 7.32 -3.74  0.96
H11 -0.88 -4.25 6.02  0.29
Be1 1.59 -5.19 6.02  0.29
H12 5.20 3.90 3.21  0.31
F3 -6.41 6.70 -5.24  -0.50
C9 -1.19 3.14 0.66  -0.45
C10 3.10 -5.52 -1.68  -0.33
H13 2.56 -0.60 -0.12  0.38
F4 -0.93 5.48 -1.93  -0.39
H14 5.77 3.96 0.79  0.31
Cl1 2.37 -3.44 2.60  -0.05
F5 -6.16 8.58 -2.99  -0.50
O3 2.36 -6.23 -2.55  -0.43
H15 4.02 1.14 2.59  0.12
F6 -1.81 6.43 -4.56  -0.42
H16 5.17 2.32 0.58  0.24
H17 0.48 4.12 -0.80  0.86
C11 0.46 -3.21 4.42  -0.22
C12 -0.59 -3.25 3.12  0.01
F7 -2.35 3.66 -3.75  -0.46
C13 0.61 0.80 0.54  0.05
H18 -3.81 -2.41 -6.90  0.27
H19 1.85 -2.85 1.32  0.35
C14 -3.29 -2.68 -4.82  -0.21
H20 3.07 3.08 1.51  0.29
H21 -3.78 -2.93 -3.87  0.24
C15 2.27 -5.31 -0.33  0.14
O4 -2.68 -1.41 -4.70  -0.52
Be2 0.12 -6.08 0.68  0.33
N2 -1.72 2.01 1.51  -0.35
H22 1.05 -2.18 4.40  0.38
C16 -0.25 -1.86 2.26  0.39
F8 -1.47 -2.12 5.80  -0.30
C17 5.63 3.00 1.30  -1.14
H23 -1.72 -3.33 3.44  0.53
H24 -2.20 -0.52 2.88  0.37
H25 1.30 -4.89 -0.63  0.24
H26 -4.78 -3.65 -6.06  0.32
H27 -3.38 -0.76 -4.52  0.31
H28 4.06 -5.95 -1.38  0.29
F9 -8.80 8.02 -4.15  -0.46
H29 0.35 -2.95 6.71  0.29
C18 -0.77 0.86 1.40  0.63


# C14H25N3O3

C14H25N3O3 in the gas phase (ωB97M-V/def2-TZVPD, the Open Molecules 2025 dataset).

The lowest unoccupied orbital energy is 0.59 eV. As for the energy above the lowest of the compared OMol25 structures with the same formula, charge and spin: 18.80 kcal per mole. The SMILES is CCCCCCC[C@H]1C[C@@H](/C(C)=N/NC(N)=O)OC1=O. Its charge is 0. The value obtained for the largest force on an atom is 0.96 eV/A. As for the total energy: -25537.5441 eV. For the frontier orbital gap, the calculation gives 9.9 eV.

Last column: natural (NBO) charge in e.
Element x y z (Å)
H1 -2.68 0.73 -2.48  0.19
H2 -4.32 2.74 -4.22  0.19
H3 -1.03 2.32 -0.44  0.20
H4 -3.91 2.15 -5.83  0.20
O1 2.98 0.64 2.25  -0.49
H5 2.82 -4.04 3.47  0.39
C1 1.80 -4.14 5.24  0.77
H6 -1.00 0.56 -0.61  0.19
O2 3.41 2.30 0.84  -0.56
O3 2.09 -5.29 5.45  -0.64
C2 2.64 1.52 1.30  0.80
C3 -0.53 1.49 -0.95  -0.39
N1 1.02 -3.37 6.04  -0.84
C4 1.17 1.34 0.93  -0.33
C5 1.89 -0.19 2.64  0.08
C6 -3.87 1.91 -4.76  -0.39
H7 -4.74 0.42 -3.45  0.20
H8 0.62 2.14 1.44  0.23
C7 0.95 1.47 -0.57  -0.38
C8 -0.73 1.63 -2.45  -0.38
H9 -0.26 2.56 -2.79  0.20
H10 0.91 -2.40 5.80  0.41
H11 -5.68 0.75 -4.90  0.21
H12 -0.18 -0.08 1.94  0.23
C9 3.20 -2.20 1.72  -0.71
C10 0.83 -0.02 1.53  -0.43
H13 -2.70 2.49 -2.34  0.19
H14 3.46 -1.45 0.99  0.24
H15 4.13 -2.60 2.15  0.24
C11 -4.67 0.64 -4.51  -0.61
H16 1.42 2.40 -0.90  0.23
H17 1.45 0.65 -1.09  0.20
H18 -1.86 2.67 -4.69  0.20
H19 -4.21 -0.21 -5.01  0.20
H20 0.95 -0.80 0.78  0.21
H21 -1.96 0.92 -4.84  0.19
N2 2.24 -3.49 4.09  -0.47
N3 1.94 -2.21 3.85  -0.25
C12 -2.40 1.78 -4.35  -0.39
H22 2.69 -3.03 1.22  0.23
H23 1.51 0.17 3.60  0.20
C13 -2.21 1.65 -2.84  -0.39
H24 0.72 -3.72 6.92  0.41
H25 -0.24 0.81 -2.97  0.19
C14 2.35 -1.61 2.80  0.21


# C29H40F5N5O2PPbSSe

A molecular structure, C29H40F5N5O2PPbSSe at a distorted geometry (ωB97M-V/def2-TZVPD, the Open Molecules 2025 dataset).

The lowest unoccupied orbital energy (alpha / beta) is -10.54 / -10.74 eV. As for the energy above the lowest of the compared OMol25 structures with the same formula, charge and spin: 24.76 kcal per mole. Its charge is +3. The value obtained for the largest force on an atom is 2.68 eV/A. As for the total energy: -146549.2118 eV. For the frontier orbital gap (alpha / beta), the calculation gives 5.4 / 5.7 eV.

Last column: Mulliken charge in e.
Element x y z (Å)
H1 -3.49 5.09 -1.16  0.50
H2 -4.09 0.19 -0.45  0.36
H3 3.89 -1.43 1.62  0.31
C1 -0.88 1.52 -4.31  -1.72
O1 1.69 0.17 -0.05  -0.61
H4 1.37 -0.11 -2.28  -0.07
H5 1.43 0.27 -4.00  0.61
H6 -1.70 1.14 1.18  -0.22
C2 -2.60 3.06 1.40  -0.69
C3 -2.10 2.04 -0.73  0.78
F1 -6.48 -1.44 4.84  -0.23
H7 -3.44 0.85 -4.09  0.35
Pb1 -0.24 -1.10 0.37  1.95
N1 0.45 -3.19 -0.69  0.44
C4 -3.92 0.57 -3.16  -1.63
C5 -5.99 -2.79 2.97  0.62
C6 -5.06 -3.22 2.02  -0.26
C7 2.98 -0.84 1.75  0.36
H8 -4.74 -1.21 -1.29  0.64
C8 0.77 0.02 -3.17  -1.41
N2 1.83 -1.71 1.92  -0.42
F2 -3.93 -0.44 4.81  -0.28
C9 -3.82 -0.70 -1.02  -2.04
H9 -1.29 0.64 -4.80  0.39
H10 -0.10 1.92 -4.96  0.55
H11 1.34 2.63 -3.01  0.52
H12 4.04 1.81 1.93  0.48
H13 -2.11 -1.35 -3.96  0.33
C10 -3.77 -2.72 2.05  -0.01
C11 1.52 -3.34 -1.44  -0.43
N3 6.31 0.88 1.48  -0.07
H14 -2.58 3.23 -2.46  0.42
H15 -4.82 0.02 -3.41  0.54
C12 5.65 0.63 2.75  -1.42
H16 -4.23 1.47 -2.62  0.38
H17 -3.46 -2.21 -3.25  0.54
C13 0.47 -5.45 -1.02  -0.26
S1 1.85 -4.95 -1.89  -0.03
H18 -0.15 3.25 -2.32  0.39
C14 -3.11 4.18 0.74  -0.76
C15 -4.31 -1.35 3.93  0.52
H19 8.29 2.68 -0.29  0.20
H20 5.92 0.36 0.70  0.23
C16 2.85 0.00 0.40  0.01
N4 7.63 1.96 -0.05  -0.39
H21 4.12 1.84 3.68  0.47
Se1 -1.62 -1.07 3.09  0.00
H22 -2.58 3.03 2.48  0.53
H23 6.25 1.04 3.56  0.45
H24 2.14 -2.52 -1.75  0.32
H25 -3.23 -1.37 -0.40  0.37
C17 0.49 2.38 -2.38  -1.77
H26 7.46 1.25 -0.74  0.19
H27 0.88 2.15 -1.39  0.28
H28 2.16 0.65 3.06  0.43
H29 5.64 -0.45 2.89  0.46
C18 -0.15 -4.38 -0.45  -0.91
F3 -2.86 -3.14 1.14  0.02
O2 3.90 0.40 -0.06  -0.69
C19 -2.11 2.00 0.66  -0.03
F4 -7.23 -3.24 2.94  -0.22
H30 -1.65 2.28 -4.22  0.29
C20 -0.22 1.17 -2.98  2.22
C21 -2.60 -1.58 -3.02  -1.80
H31 1.47 -1.68 2.87  0.24
C22 4.22 1.19 2.81  -0.55
F5 -5.41 -4.09 1.08  -0.28
H32 -1.05 -4.42 0.14  0.47
H33 2.04 -2.67 1.67  0.23
H34 -3.50 5.00 1.31  0.44
H35 8.17 3.51 1.83  0.21
C23 -3.10 4.22 -0.64  -0.86
C24 7.13 1.89 1.18  0.91
C25 -5.61 -1.85 3.94  0.23
C26 -3.37 -1.78 2.99  0.07
C27 -3.05 -0.33 -2.28  2.40
N5 7.48 2.82 2.07  -0.36
P1 -1.51 0.62 -1.69  -0.24
H36 7.11 2.83 3.01  0.17
C28 -2.59 3.17 -1.38  -0.45
H37 3.31 -0.46 3.83  0.50
H38 0.26 -0.91 -3.43  0.33
C29 3.12 0.13 2.93  -1.23
H39 0.16 -6.48 -0.98  0.47
H40 -1.92 -2.17 -2.39  0.24


# C3H6FN

2 unconnected molecules or ions with the total composition C3H6FN at a distorted geometry (ωB97M-V/def2-TZVPD, the Open Molecules 2025 dataset).

The lowest unoccupied orbital energy (alpha / beta) is -0.64 / -2.29 eV. As for the energy above the lowest of the compared OMol25 structures with the same formula, charge and spin: 169.46 kcal per mole. Its charge is 0. The value obtained for the largest force on an atom is 5.04 eV/A. As for the total energy: -7407.5133 eV. For the frontier orbital gap (alpha / beta), the calculation gives 7.5 / 4.4 eV.

Last column: natural (NBO) charge in e.
Element x y z (Å)
H1 1.51 -1.05 -0.34  0.12
H2 -0.54 -1.12 -1.00  0.20
H3 -1.48 1.02 1.11  0.21
H4 -1.99 -0.07 -0.92  0.23
F1 2.99 0.42 -0.29  -0.28
H5 -0.46 0.67 -1.23  0.21
N1 0.51 0.87 1.12  -0.37
C1 -0.70 0.23 0.75  -0.32
H6 -0.80 -0.69 1.46  0.17
C2 -0.92 -0.12 -0.73  -0.63
C3 1.88 -0.15 0.07  0.45


Copy entry 2 word for word.
# C3H8BO2P

C3H8BO2P in the gas phase at a distorted geometry (ωB97M-V/def2-TZVPD, the Open Molecules 2025 dataset).

The lowest unoccupied orbital energy (alpha / beta) is -1.06 / -1.06 eV. As for the energy above the lowest of the compared OMol25 structures with the same formula, charge and spin: 45.88 kcal per mole. Its charge is 0. The value obtained for the largest force on an atom is 5.99 eV/A. As for the total energy: -17299.4629 eV. For the frontier orbital gap (alpha / beta), the calculation gives 8.0 / 8.0 eV.

Last column: natural (NBO) charge in e.
Element x y z (Å)
O1 0.33 1.04 0.31  -0.70
H1 -1.14 2.35 0.61  0.23
H2 2.59 -0.02 -1.54  0.22
H3 -1.77 -2.06 -0.56  0.22
H4 -1.24 0.89 1.69  0.21
P1 -2.26 0.34 -0.38  0.57
B1 0.95 -0.15 0.05  1.05
C1 -1.04 1.20 0.67  -0.34
H5 -1.77 -1.47 1.27  0.25
H6 -1.91 0.24 -1.85  0.02
H7 2.94 0.91 -0.05  0.21
C2 2.48 0.11 -0.43  -0.95
C3 -1.75 -1.27 0.11  -0.39
O2 0.46 -1.34 0.21  -0.82
H8 3.12 -0.77 -0.11  0.22


Question: What is the total energy in the fifth record?
Answer: -146549.2118 eV


Question: The lowest charge belongs to which entry?
Answer: C16H21NPdS